{
  "formula": "C5H6OS2",
  "method": "the ωB97M-V functional and the def2-TZVPD basis",
  "symbols": ["C", "C", "O", "C", "S", "C", "C", "S", "H", "H", "H", "H", "H", "H"],
  "positions_angstrom": [[-1.382, 2.153, 0.109], [-0.632, 0.947, -0.289], [0.773, 1.080, -0.078], [1.248, -0.186, -0.088], [3.013, -0.390, 0.047], [0.261, -1.127, 0.013], [-0.975, -0.377, -0.029], [-2.612, -1.038, 0.079], [-1.832, 1.857, 1.193], [-0.689, 2.908, 0.219], [-2.018, 2.355, -0.726], [3.517, 0.789, 0.459], [0.487, -2.292, -0.428], [-3.175, 0.123, -0.402]],
  "forces_ev_per_a": [[-1.3, -2.7, 1.9], [0.9, -1.6, 2.9], [-1.0, -1.2, -1.3], [0.8, 0.9, 1.5], [0.0, -0.9, -0.5], [0.9, -2.9, -2.4], [0.8, 0.7, -1.7], [0.2, 1.1, -0.4], [0.3, 1.3, -2.7], [1.3, 1.9, 0.3], [-1.3, 0.7, 0.2], [-0.9, 0.2, -0.1], [-0.9, 3.4, 2.1], [0.2, -0.9, 0.4]],
  "molar_mass_g_mol": 146.24,
  "relative_energy_kj_mol": 218.56,
  "e_homo_ev": -7.963,
  "smiles": "Cc1oc(S)cc1S",
  "gap_ev": 8.54,
  "multiplicity": 1,
  "total_energy_ev": -28997.6907
}



{
  "formula": "C5H7N",
  "method": "the ωB97M-V functional and the def2-TZVPD basis",
  "symbols": ["C", "C", "C", "C", "C", "N", "H", "H", "H", "H", "H", "H", "H"],
  "positions_angstrom": [[-1.135, -0.813, 0.068], [-0.190, 0.804, 0.545], [1.248, 0.465, 0.633], [0.658, -0.645, -0.178], [-0.510, 1.687, -0.542], [-0.842, 2.451, -1.355], [-1.310, -1.270, 1.041], [-1.967, -0.159, -0.191], [-1.148, -1.595, -0.703], [1.618, 0.194, 1.622], [1.938, 1.090, 0.068], [0.820, -1.634, 0.243], [0.821, -0.576, -1.250]],
  "forces_ev_per_a": [[-0.3, -0.3, -0.1], [0.1, 0.4, 0.1], [0.1, 0.0, 0.0], [0.2, -0.2, -0.1], [-0.3, 0.5, -0.7], [0.3, -0.7, 0.8], [0.0, 0.1, -0.1], [0.2, -0.1, 0.1], [0.0, 0.1, 0.0], [-0.1, 0.0, -0.2], [-0.1, -0.1, 0.1], [0.0, 0.2, -0.1], [-0.1, 0.0, 0.2]],
  "molar_mass_g_mol": 81.12,
  "relative_energy_kj_mol": 496.06,
  "e_homo_ev": -8.399,
  "gap_ev": 8.76,
  "multiplicity": 1,
  "total_energy_ev": -6783.3713
}



{
  "formula": "C12H8O2",
  "method": "the ωB97M-V functional and the def2-TZVPD basis",
  "symbols": ["C", "C", "C", "C", "C", "C", "C", "C", "C", "C", "C", "C", "O", "O", "H", "H", "H", "H", "H", "H", "H", "H"],
  "positions_angstrom": [[2.535, 1.504, 1.821], [1.998, 2.415, 0.876], [1.933, 0.300, 2.136], [0.858, 2.114, 0.178], [0.817, -0.071, 1.357], [0.405, 0.796, 0.371], [-0.001, -2.614, 1.428], [-1.719, -1.616, -0.947], [0.033, -1.279, 1.184], [-0.862, -0.991, -0.003], [-2.603, -0.332, -3.093], [-2.294, -1.324, -2.094], [-0.553, 0.291, -0.460], [-3.220, -1.633, -3.022], [3.475, 1.810, 2.297], [2.597, 3.422, 0.815], [2.202, -0.269, 3.114], [0.477, 2.608, -0.693], [0.875, -3.036, 1.952], [-1.830, -2.667, -0.527], [-3.126, 0.583, -2.742], [-1.995, -0.012, -3.949]],
  "forces_ev_per_a": [[0.3, 0.5, 0.2], [1.9, 1.8, 0.8], [-0.4, -0.6, 1.7], [0.5, -1.8, -0.4], [0.5, 0.0, 0.0], [0.0, 1.8, -0.2], [0.4, -1.4, 0.5], [-0.5, -5.1, 2.4], [-2.6, -0.3, -2.8], [2.3, 3.9, -0.4], [0.6, 2.2, 0.6], [0.5, 2.5, -0.9], [-0.2, -1.4, 1.0], [-0.1, -0.8, 0.4], [-0.6, -0.2, 0.1], [-1.5, -2.0, -0.3], [-0.2, 0.8, -2.2], [-0.2, 0.7, 0.0], [-0.1, 0.4, 0.1], [-0.5, 1.0, -0.7], [-0.5, -1.0, -0.1], [0.1, -1.1, 0.2]],
  "molar_mass_g_mol": 184.19,
  "relative_energy_kj_mol": 627.48,
  "e_homo_ev": [-7.727, -7.731],
  "gap_ev": [6.97, 6.97],
  "multiplicity": 1,
  "total_energy_ev": -16661.4514
}



{
  "formula": "C8H4Cl2N2",
  "method": "the ωB97M-V functional and the def2-TZVPD basis",
  "symbols": ["N", "C", "C", "C", "Cl", "C", "C", "Cl", "C", "N", "H", "H", "C", "C", "H", "H"],
  "positions_angstrom": [[-3.808, 1.395, 0.305], [-2.687, 1.689, 0.361], [-1.327, 2.184, 0.361], [-0.331, 1.414, -0.158], [1.203, 2.227, -0.391], [-0.246, 0.009, -0.586], [-0.920, -1.098, -0.126], [-2.280, -1.138, 0.860], [-0.377, -2.385, -0.327], [0.208, -3.338, -0.534], [-1.114, 3.272, 0.452], [0.659, -0.273, -1.070], [2.447, -1.353, 0.605], [3.170, -0.785, -0.205], [1.700, -1.643, 1.336], [3.704, -0.176, -0.881]],
  "forces_ev_per_a": [[1.2, 0.4, 0.0], [-0.7, 0.7, 0.0], [0.3, -0.6, -1.3], [-0.3, 0.5, 0.1], [-0.2, -0.1, 0.0], [-1.1, -1.2, 1.7], [0.6, 2.0, -0.4], [-0.6, -0.1, 0.7], [0.0, 0.8, -0.7], [0.6, -1.6, -0.1], [-0.5, -1.0, 0.4], [0.5, 0.1, -0.6], [1.1, 1.6, -1.3], [-2.0, -1.3, 2.2], [0.8, -0.2, -0.5], [0.4, -0.1, -0.3]],
  "molar_mass_g_mol": 199.04,
  "relative_energy_kj_mol": 0.00,
  "e_homo_ev": -9.867,
  "smiles": "N#C/C=C(Cl)\\C=C(/Cl)C#N.C#C",
  "gap_ev": 8.27,
  "multiplicity": 1,
  "total_energy_ev": -36380.9316
}